{"formula": "C43H62InN4O2", "method": "ωB97M-V/def2-TZVPD", "charge": 1, "e_tot_ev": -60824.384, "orbital_gap_ev": 6.5, "lumo_energy_ev": -3.19, "species": ["In", "C", "N", "C", "C", "C", "N", "C", "C", "C", "C", "C", "C", "C", "O", "C", "C", "C", "C", "C", "C", "C", "C", "C", "C", "C", "C", "C", "C", "C", "O", "C", "C", "C", "C", "C", "C", "C", "C", "H", "H", "H", "H", "H", "H", "H", "H", "H", "H", "H", "H", "H", "H", "H", "H", "H", "H", "H", "H", "H", "H", "H", "H", "H", "H", "H", "H", "H", "H", "H", "H", "H", "H", "H", "H", "H", "H", "H", "H", "H", "H", "H", "H", "H", "H", "H", "H", "H", "H", "H", "H", "H", "H", "N", "C", "C", "C", "C", "C", "C", "C", "C", "N", "C", "H", "H", "H", "H", "H", "H", "H", "H"], "coordinates": [[-0.4500, -0.6979, 2.3140], [-2.1065, -1.8009, 4.8791], [-1.2191, -2.3738, 3.8587], [-0.0371, -2.9831, 4.4928], [-1.9625, -3.3568, 3.0567], [-1.1451, -3.8569, 1.8828], [-0.8231, -2.7730, 0.9494], [-1.9712, -2.5760, 0.0383], [-1.8890, -1.3726, -0.8551], [-1.9511, -1.5372, -2.2311], [-2.0059, -0.4446, -3.0839], [-1.9433, 0.8164, -2.4942], [-1.8712, 1.0317, -1.1242], [-1.8943, -0.0988, -0.2757], [-1.9644, 0.0206, 1.0667], [-1.8341, 2.4508, -0.5530], [-3.1476, 2.7360, 0.1937], [-0.6243, 2.6052, 0.3855], [-1.6957, 3.5186, -1.6426], [-2.1812, -0.5762, -4.5936], [-3.4939, 0.1093, -5.0061], [-2.2467, -2.0362, -5.0486], [-1.0119, 0.1000, -5.3240], [0.4022, -3.1026, 0.1902], [1.1511, -1.9619, -0.4465], [1.3398, -1.9638, -1.8157], [2.1930, -1.0557, -2.4262], [2.8832, -0.1920, -1.5880], [2.7429, -0.1482, -0.2012], [1.8068, -1.0307, 0.3810], [1.5263, -1.0420, 1.7056], [3.6790, 0.8289, 0.5347], [3.5489, 0.8585, 2.0618], [3.3996, 2.2587, 0.0413], [5.1336, 0.4405, 0.2215], [2.4320, -1.0181, -3.9322], [1.6016, -2.0703, -4.6710], [2.0516, 0.3687, -4.4716], [3.9163, -1.2912, -4.2229], [-2.4193, -2.5661, 5.5972], [-2.9922, -1.3821, 4.4039], [-1.5937, -1.0000, 5.4087], [-0.2949, -3.9425, 4.9524], [0.3361, -2.3207, 5.2691], [0.7582, -3.1271, 3.7620], [-2.8734, -2.8730, 2.7019], [-2.2523, -4.2099, 3.6820], [-1.7007, -4.6564, 1.3786], [-0.2208, -4.2943, 2.2565], [-2.8735, -2.4766, 0.6474], [-2.0836, -3.4759, -0.5802], [-1.9681, -2.5451, -2.6271], [-1.9609, 1.6792, -3.1459], [-3.3137, 2.0095, 0.9840], [-3.9870, 2.6815, -0.5020], [-3.1248, 3.7380, 0.6316], [-0.7006, 1.9420, 1.2494], [-0.5583, 3.6321, 0.7530], [0.2951, 2.3673, -0.1543], [-2.5500, 3.5166, -2.3209], [-0.7804, 3.3864, -2.2227], [-1.6568, 4.5008, -1.1686], [-4.3466, -0.3524, -4.5047], [-3.6373, 0.0149, -6.0846], [-3.4877, 1.1710, -4.7570], [-3.0916, -2.5612, -4.5991], [-1.3260, -2.5723, -4.8061], [-2.3736, -2.0703, -6.1314], [-0.9366, 1.1576, -5.0667], [-1.1502, 0.0216, -6.4043], [-0.0682, -0.3828, -5.0661], [0.1542, -3.8354, -0.5879], [1.0993, -3.5789, 0.8843], [0.8087, -2.6973, -2.4092], [3.5790, 0.5031, -2.0414], [2.5822, 1.2797, 2.3447], [4.3289, 1.5072, 2.4680], [3.6673, -0.1355, 2.4917], [2.3615, 2.5268, 0.2521], [3.5673, 2.3586, -1.0307], [4.0521, 2.9712, 0.5516], [5.3315, -0.5780, 0.5611], [5.8199, 1.1158, 0.7371], [5.3523, 0.4887, -0.8442], [0.5372, -1.9575, -4.4544], [1.9074, -3.0826, -4.3986], [1.7401, -1.9576, -5.7471], [1.0039, 0.5874, -4.2545], [2.1985, 0.4098, -5.5528], [2.6612, 1.1516, -4.0176], [4.2144, -2.2609, -3.8202], [4.5588, -0.5295, -3.7796], [4.0919, -1.2949, -5.3007], [1.0492, 0.0435, 4.2063], [0.8116, 1.4431, 4.4191], [1.7772, 2.3175, 4.8411], [1.4852, 3.6822, 5.0202], [0.2243, 4.1575, 4.7924], [-0.8007, 3.2830, 4.3726], [-2.1361, 3.6888, 4.1548], [-3.0684, 2.7689, 3.7633], [-2.6618, 1.4465, 3.5275], [-1.4286, 1.0341, 3.7222], [-0.4968, 1.9162, 4.1665], [1.1337, -0.4471, 5.0891], [1.9167, -0.1049, 3.6897], [2.7738, 1.9491, 5.0534], [2.2728, 4.3476, 5.3458], [0.0000, 5.2072, 4.9346], [-2.4091, 4.7264, 4.3015], [-4.1004, 3.0465, 3.6048], [-3.3654, 0.7092, 3.1607]]}